Record 1
Molecular formula: C26H50CeNOP3
Method: DFT, ωB97M-V with the def2-TZVPD basis set

The multiplicity is 2. The HOMO energy (alpha / beta) is -0.5598 / -0.5591 Ha. As for the total charge: +3. Its LUMO energy (alpha / beta) is -8.499 / -11.650 eV. The total energy comes out at -72073.3294 eV. For the gap between HOMO and LUMO (alpha / beta), the calculation gives 0.2474 / 0.1309 Eh.

The geometry in XYZ format:
```
82
Properties=species:S:1:pos:R:3:lowdin_spin:R:1
H 3.5628 0.7166 2.3661 0.0000
H 0.3728 -2.6177 2.6437 0.0000
C -1.0164 1.0825 1.8643 0.0023
C -0.4903 0.1960 -5.5855 0.2604
H 0.0699 -0.4349 6.3594 0.0000
H -2.7006 -1.2611 3.2728 0.0000
H 1.4043 -2.9780 -1.8772 0.0000
H 4.0311 -1.3283 0.3102 0.0001
C 0.7459 -3.4962 -1.1679 -0.0001
H -3.2588 3.5916 3.8558 0.0000
C -1.6801 -2.1795 -1.7150 0.0110
H 1.3858 -1.8523 3.8851 0.0000
H -0.0017 2.9785 -1.3033 0.0000
H -0.3960 1.8785 -9.3920 0.0000
C -1.2418 -3.3207 0.8146 0.0003
H -1.9888 -3.9442 0.3136 0.0001
C 3.4930 -1.9901 0.9987 0.0001
C -1.7077 0.6927 -3.5655 0.0874
H 4.1950 1.0905 -0.2598 0.0000
H 1.5554 -0.4345 -5.3262 -0.0018
H 1.1706 2.4250 -2.5102 0.0027
H 2.1349 0.6202 3.4225 0.0000
H 3.4188 0.8321 -1.8403 0.0001
H -2.2672 -3.0825 -1.7241 0.0000
H -1.3227 0.2570 -9.4388 0.0001
H -0.9949 -1.2456 2.7800 0.0001
C -1.7419 0.6668 2.9760 0.0004
H 1.4631 3.8263 0.9705 0.0001
H -0.8043 0.8969 5.5864 0.0000
C -2.6302 2.8919 3.2974 0.0000
H -0.5557 2.8286 0.6217 0.0004
H -3.1728 1.2409 4.5381 0.0000
H -3.4345 1.4481 -8.8959 0.0001
H -2.6075 1.0079 -3.0413 0.0008
H -2.0423 -1.5638 6.7680 0.0000
H -0.5222 -3.9711 1.3227 0.0001
H 1.4913 -0.2977 -2.8498 0.0021
C 0.6313 -0.1184 -4.8416 0.0368
C 0.6046 -0.0370 -3.4473 0.1265
C 1.3996 -2.3038 2.8907 0.0002
C -0.2937 -0.0407 5.4363 0.0000
H -2.9640 -0.2918 5.9633 0.0000
Ce 0.4490 -0.1074 0.0863 0.0160
H 4.1558 -2.3092 1.8093 0.0000
H 0.5098 0.0663 4.7187 0.0000
H -2.3422 -1.3045 -1.5530 -0.0001
H -3.1018 -1.9867 5.4263 0.0000
C -0.5872 0.3875 -2.8014 0.1999
P 2.1527 -1.1516 1.8170 -0.0001
H 3.1993 3.4427 0.8726 0.0000
H 1.5602 3.8410 -1.4835 0.0002
C -2.5551 1.5544 3.6606 0.0002
O -0.6843 0.5004 -1.4645 0.1707
H -0.8173 -1.9614 4.8439 0.0000
C 2.8823 0.0288 2.8781 -0.0003
P -0.4635 -2.3814 -0.4358 0.0041
C -1.7571 -0.7587 3.4145 0.0001
P 1.9169 1.8873 -0.2680 0.0035
H 2.1573 2.5912 2.0456 0.0001
H 1.3649 -3.9463 -0.3816 0.0000
H -1.9439 4.3778 1.9032 0.0000
C 3.5081 1.5323 -0.9964 0.0001
C -1.1170 2.3776 1.5239 0.0006
C 2.2042 3.0206 1.0306 0.0001
H -1.7534 -2.7048 1.5747 0.0000
H -2.5488 0.8510 -5.5178 -0.0009
H 3.4518 -0.5725 3.5940 -0.0001
H 3.9141 2.4872 -1.3494 0.0000
H 1.8171 -0.8005 -1.0446 0.0031
H 0.1756 -4.2731 -1.6885 0.0000
H -2.5078 3.0697 -8.8490 0.0000
H 3.1495 -2.8626 0.4366 0.0000
C -2.4582 -1.2458 5.8394 0.0000
N -1.2873 -1.0580 4.8813 0.0000
C -2.4916 1.9880 -8.9910 0.0019
H -0.4628 0.1276 -6.6919 0.0090
C -1.3364 1.3365 -9.2866 0.0017
H -1.2003 -2.0311 -2.7032 0.0041
C -1.9026 3.3340 2.2140 0.0003
H 2.0346 -3.1927 2.9084 0.0000
C -1.6537 0.5989 -4.9384 0.0476
C 1.0749 2.8686 -1.5105 0.0078
```



Record 2
Molecular formula: C33H27N6OS2Ti
Method: DFT, ωB97M-V with the def2-TZVPD basis set

The HOMO energy is -0.4017 Ha. As for the total charge: +1. Its LUMO energy is -4.599 eV. For the energy above the lowest of the compared OMol25 structures with the same formula, charge and spin, the calculation gives 1.239 eV. The total energy comes out at -90428.2284 eV. For the gap between HOMO and LUMO, the calculation gives 0.2327 Eh.

The geometry in XYZ format:
```
70
Properties=species:S:1:pos:R:3:nbo_charge:R:1
S -3.1375 2.3946 -0.8277 0.3700
C 0.3082 6.2598 -2.3278 -0.2151
H 0.0853 -1.8505 6.4323 0.2280
H 0.4922 -3.1272 -4.7767 0.2492
H -2.0898 3.6434 0.8846 0.2584
H 1.1386 -0.4091 3.1389 0.2615
H -3.7577 -6.5434 -0.3134 0.2346
C 0.7091 -2.7239 -2.6913 0.2705
C 3.0933 -1.5835 -3.2457 -0.2312
C 1.9213 1.7611 -2.0839 -0.2838
C 3.1461 3.1356 -0.5156 -0.2254
C -1.5209 4.7077 -0.9016 0.0498
N -0.8615 -3.0879 -1.2014 -0.1876
H 3.8617 3.9227 -0.3251 0.2319
Ti -0.4971 -1.1693 -0.2207 1.5392
C -2.5146 3.9215 -0.0799 -0.5732
H -2.0648 6.5438 0.0670 0.2135
C 2.8423 2.7636 -1.8203 -0.1565
C -1.3687 -1.3825 3.4073 -0.2496
H -3.4066 4.5205 0.1024 0.2455
N 1.4167 -2.2192 -1.6741 -0.4592
C 2.5884 -1.6575 -1.9569 0.0871
N -0.8184 -2.4238 1.2524 -0.7285
H -2.3941 -4.0053 2.8686 0.2335
C -1.7362 -3.8514 -0.4493 0.0656
C 1.7264 -0.0965 2.2815 -0.6758
H 4.0622 -1.1385 -3.4211 0.2417
C 2.5279 2.4877 0.5410 -0.1413
H 1.6861 1.4576 -3.0965 0.2330
H -2.4263 -5.2148 -1.9569 0.2430
H 0.9644 -3.7222 2.6764 0.2248
C -2.1045 1.1974 -0.1157 -0.0584
O 0.4075 0.1231 -1.2421 -0.7651
C -0.5086 6.8492 -1.3717 -0.1952
C 0.2087 4.8984 -2.5652 -0.1927
H -1.7101 -0.5419 5.3458 0.2265
C 0.6371 -2.8742 4.6289 -0.2042
H 1.0090 6.8621 -2.8907 0.2190
C -1.1160 -1.2343 4.7639 -0.1923
H -3.7290 -5.8920 2.0704 0.2302
C 1.2800 1.1301 -1.0292 0.4129
C 2.3374 -2.0970 -4.2898 -0.1381
C -3.1529 -5.3163 1.3575 -0.1396
H 2.1888 -0.9758 1.8225 0.2441
H 0.8330 4.4332 -3.3174 0.2086
C 1.5819 1.5019 0.2915 -0.2253
C 0.3884 -3.0241 3.2722 -0.2476
C -3.1753 -5.6903 0.0034 -0.2278
N -0.4694 -3.4291 -2.3319 -0.0853
H -0.7725 3.0624 -2.0528 0.2113
H 2.5477 0.5466 2.6029 0.2520
N -1.0569 1.5162 0.5596 -0.3492
H 3.3324 3.2623 -2.6464 0.2274
C -1.6590 -3.4889 0.9094 0.1805
N -0.3853 0.4981 1.2154 -0.3549
H 1.4129 -3.4616 5.1021 0.2273
S -2.6532 -0.4577 -0.4447 -0.0428
C -0.1093 -1.9715 5.3751 -0.2130
H 2.7003 -2.0482 -5.3074 0.2394
H 2.7566 2.7638 1.5631 0.2248
C -0.6014 -2.2652 2.6606 0.2012
H -0.4451 7.9127 -1.1826 0.2215
C -0.6969 4.1241 -1.8517 -0.2515
H 3.1466 -1.2562 -1.1194 0.2099
C -2.4475 -4.9657 -0.9048 -0.1732
C -1.4191 6.0776 -0.6687 -0.2343
C 1.1183 -2.6916 -4.0111 -0.2080
H -2.1491 -0.8114 2.9222 0.2343
C -2.4115 -4.2481 1.8160 -0.2140
C 0.9100 0.6689 1.2945 0.3884
```



Record 3
Molecular formula: C26H32BeN6O3S2
Method: DFT, ωB97M-V with the def2-TZVPD basis set

The HOMO energy is -0.5087 Ha. As for the total charge: +2. Its LUMO energy is -4.535 eV. For the energy above the lowest of the compared OMol25 structures with the same formula, charge and spin, the calculation gives 0.000 eV. The total energy comes out at -64628.4877 eV. For the gap between HOMO and LUMO, the calculation gives 0.3420 Eh.

The geometry in XYZ format:
```
70
Properties=species:S:1:pos:R:3:nbo_charge:R:1
S 1.3531 -1.4443 1.0051 1.2819
H 4.4591 2.0231 -5.0997 0.4177
H -4.9329 -1.6311 -2.3404 0.2289
C -1.1857 -3.0728 -1.4049 -0.4167
H 2.3556 -3.2560 6.2032 0.2388
H -3.8125 -1.4179 -6.4643 0.2364
C 2.1541 -2.8972 5.2030 -0.1706
H 3.3601 1.7052 3.3724 0.2496
H 0.8858 -3.2441 -1.8926 0.2349
C -2.9719 -0.8461 -2.7710 -0.1934
O -1.3177 0.1910 -1.0285 -1.0839
H -3.9187 3.8965 2.9719 0.2465
H -2.3093 0.1790 1.5994 0.2107
N 2.1648 2.2103 -2.8751 -0.6260
H 1.5447 4.6081 2.2873 0.4180
H 1.6401 -3.6488 0.2578 0.2547
N -1.2007 1.8541 1.1577 -0.6367
N 1.0218 1.1656 -0.9825 -0.7424
H -1.3067 -4.1343 -1.1729 0.2316
H 0.0180 -3.3834 0.8972 0.2391
C 1.8428 2.6010 2.1907 0.7102
H -0.3881 -1.6935 3.3039 0.2322
C -1.0651 3.1827 1.3070 0.2367
H -1.4250 -2.9704 -2.4650 0.2394
H -3.1910 -2.8119 -0.6321 0.2537
C 0.6020 -2.0280 3.5833 -0.2346
C -4.2056 -1.3874 -3.1063 -0.2382
C -2.0430 -0.4870 -3.7333 -0.2459
H -5.4554 -2.0234 -4.7231 0.2383
H -4.1002 1.4045 2.7861 0.2465
N 3.7362 0.4871 -3.1991 -0.7778
C -2.2686 1.2544 1.7008 0.0646
H 3.7316 -2.3093 2.2633 0.2262
C 2.9311 -2.3745 2.9909 -0.2203
H 4.1809 -3.1553 4.5442 0.2386
H 3.6575 3.4191 3.0007 0.2443
H 0.4072 -1.6244 -1.4281 0.2241
C 1.5890 1.6124 -1.8904 0.6175
H 4.5332 0.1224 -3.6920 0.4207
C -2.3548 -0.6974 -5.0690 -0.1831
O 0.0437 -0.6375 1.0569 -1.1281
H -1.9081 5.0102 2.0221 0.2394
C -2.0357 3.9393 1.9423 -0.2283
H 3.4444 0.0111 -2.3635 0.4172
H 0.0782 -2.5235 5.5983 0.2342
H 2.4457 2.9759 4.2036 0.2506
N 1.2629 3.7595 1.8254 -0.5927
C 0.2098 3.8260 0.8188 -0.2659
N 3.6658 2.3369 -4.5694 -0.7445
C 0.8710 -2.4862 4.8636 -0.1781
C -2.2186 -2.3154 -0.5802 -0.5993
C 3.1823 -2.8430 4.2715 -0.1936
H 0.5502 3.3592 -0.1031 0.2281
C -3.5748 -1.2580 -5.4214 -0.1786
H -1.9480 -2.2469 0.4761 0.2354
S -2.6088 -0.6058 -1.0484 1.2697
C 0.7859 -2.9705 0.2402 -0.5919
Be -0.0700 0.7993 0.3025 1.6824
C 0.2775 -2.6817 -1.1840 -0.4268
C 3.1845 1.6634 -3.5278 0.6671
H 0.0269 4.8767 0.6071 0.2389
H -1.6463 -0.4192 -5.8376 0.2273
O 1.5139 1.5287 1.6774 -0.7093
C -3.2609 1.9408 2.3681 -0.2276
H -1.1054 -0.0389 -3.4315 0.2354
H 3.2333 3.2118 -4.8134 0.4357
C 2.8977 2.6803 3.2557 -0.7117
C 1.6390 -1.9865 2.6641 -0.1987
C -3.1525 3.3175 2.4744 -0.1131
C -4.4999 -1.6015 -4.4436 -0.1853
```



Record 4
Molecular formula: C5H12N2O
Method: DFT, ωB97M-V with the def2-TZVPD basis set

The HOMO energy (alpha / beta) is -0.3114 / -0.3114 Ha. Its LUMO energy (alpha / beta) is -0.149 / -0.149 eV. For the energy above the lowest of the compared OMol25 structures with the same formula, charge and spin, the calculation gives 5.507 eV. The total energy comes out at -10402.9170 eV. For the gap between HOMO and LUMO (alpha / beta), the calculation gives 0.3059 / 0.3059 Eh.

The geometry in XYZ format:
```
20
Properties=species:S:1:pos:R:3:nbo_charge:R:1
H -0.0712 -0.6049 -2.1405 0.1967
H 0.0550 -0.6647 2.3101 0.2174
N 2.6190 -0.3670 0.6186 0.3366
C -1.2224 0.6432 0.0543 -0.5976
H -0.9948 -1.8679 1.1973 0.2205
C -0.1074 -1.2157 1.2228 -0.6115
H -1.0297 1.4656 -0.5229 0.2019
C 0.0152 -0.3160 -0.0162 0.0972
H -2.1170 0.0942 -0.2416 0.2055
H 0.5790 -2.0082 -1.4596 0.2082
H -1.2373 -1.5840 -1.4119 0.2124
H -1.4248 0.9601 1.1105 0.2107
H 1.3224 2.3234 -0.9680 0.2043
N 1.1924 0.4321 -0.1218 -0.3967
C -0.2484 -1.2348 -1.2945 -0.6297
C 1.4732 1.2396 -1.2794 -0.4478
H 0.6600 -2.0001 1.1870 0.2122
H 0.7127 0.9497 -2.1104 0.1945
H 2.4720 1.0944 -1.6637 0.2177
O 3.6517 -0.1172 0.0888 -0.2528
```



Computed molar mass, in the same sequence as the records: 625.7 635.6 549.7 116.2 g mol⁻¹.